1.
# C16H28N7O3S2W

C16H28N7O3S2W as an isolated structure (wB97M-V/def2-TZVPD, OMol25).

Energy relative to the best compared isomer or geometry (same formula, charge and spin): 30.10 kcal per mole
Multiplicity: 1
LUMO energy (spin up / spin down): -9.84 / -9.90 eV
Charge: +3
Kohn-Sham gap (spin up / spin down): 6.78 / 6.77 eV

Element x y z (Å)
1 W -1.01369 0.34933 0.42911
2 C 0.68208 1.15911 5.41861
3 S -1.05402 0.72313 5.19865
4 C -1.12602 0.21931 3.56336
5 S 0.24606 0.26792 2.44170
6 N -2.27336 -0.21472 3.12385
7 N -2.22556 -0.47981 1.78143
8 C -2.47971 -1.71297 1.39662
9 C -2.60375 -1.99230 -0.00606
10 C -3.17763 -3.14673 -0.53482
11 C -3.37585 -3.20969 -1.89888
12 C -2.98062 -2.13310 -2.69774
13 C -2.36211 -1.04670 -2.12002
14 N -2.16842 -0.97429 -0.78863
15 H 0.76218 1.42987 6.46989
16 H 0.95677 2.01471 4.80762
17 H 1.32864 0.30647 5.22669
18 H -2.55539 -2.49698 2.14376
19 H -3.48953 -3.94668 0.12338
20 H -3.85101 -4.07295 -2.34534
21 H -3.15138 -2.14215 -3.76551
22 H -2.01248 -0.20724 -2.70844
23 C 3.36455 3.56875 -0.54396
24 N 2.08029 3.24468 0.09767
25 C 1.77748 3.98658 1.33006
26 C 1.27723 2.33639 -0.36688
27 O 0.13598 2.10982 0.17017
28 C 1.65622 1.53551 -1.59424
29 O 0.57182 0.68171 -1.92969
30 C 0.97635 -0.60345 -2.35858
31 C 0.93605 -1.55059 -1.17011
32 O 0.38404 -1.11746 -0.10844
33 N 1.46595 -2.73670 -1.24614
34 C 2.14865 -3.20920 -2.46169
35 C 1.47266 -3.65643 -0.10078
36 H 4.14136 2.89137 -0.18968
37 H 3.63043 4.58486 -0.26708
38 H 3.28871 3.52436 -1.62729
39 H 2.66886 3.98627 1.95409
40 H 0.96274 3.50768 1.86119
41 H 1.51971 5.01496 1.07886
42 H 2.56822 0.96993 -1.37946
43 H 1.86563 2.20578 -2.43168
44 H 1.96661 -0.58787 -2.81664
45 H 0.27244 -0.94282 -3.12018
46 H 1.59786 -2.92642 -3.35621
47 H 2.19170 -4.29364 -2.42207
48 H 3.16725 -2.82351 -2.50509
49 H 1.03674 -3.17288 0.76654
50 H 2.50263 -3.93546 0.11630
51 H 0.91052 -4.55233 -0.36006
52 N -2.21269 1.85931 -0.71032
53 N -2.31461 2.09377 0.70988
54 H -1.75531 2.63524 -1.18216
55 H -3.12776 1.68541 -1.11874
56 H -3.27090 1.99531 1.04310
57 H -1.93259 2.99755 0.98005

Force components x, y, z for each atom (eV/Å):
1.0463 1.2434 -1.2221
0.0192 -0.0403 0.0126
0.0482 -0.1092 -0.0196
-0.0793 0.2839 -0.0637
-0.1005 0.2070 0.1308
0.0974 -0.0506 -0.0378
-0.0523 -1.2555 0.1811
-0.4065 -0.0965 0.4003
-0.0894 0.0645 -0.1700
0.0276 0.0736 0.0183
0.0004 0.0215 -0.0421
-0.0148 -0.0144 0.0228
0.0368 0.0345 0.0141
-0.0121 -0.1979 0.2900
0.0041 0.0052 0.0054
-0.0040 -0.0034 0.0048
0.0002 0.0093 0.0156
-0.3297 0.1320 0.0598
-0.0001 -0.0003 0.0074
0.0051 -0.0071 0.0016
-0.0008 -0.0033 -0.0005
-0.0028 -0.0066 -0.0014
0.0328 -0.0008 -0.0260
-0.0105 0.0258 0.0537
0.0007 0.0124 0.0274
-0.1040 -0.1341 -0.0662
-0.0158 0.0154 0.0142
0.0420 0.0981 0.0346
0.0112 -0.0030 0.0637
0.0194 -0.0766 -0.0907
-0.1154 0.0829 0.0385
-0.0319 0.0065 0.0799
0.0134 -0.0617 0.0273
0.0083 0.0154 -0.0354
-0.0058 -0.0021 0.0399
0.0093 0.0119 -0.0055
0.0036 0.0027 -0.0052
0.0121 -0.0046 0.0154
0.0039 0.0046 -0.0071
0.0068 0.0028 0.0002
-0.0022 -0.0064 -0.0006
-0.0067 -0.0067 0.0064
-0.0075 -0.0085 0.0006
-0.0110 0.0176 -0.0008
0.0141 -0.0208 -0.0099
0.0179 0.0044 -0.0014
-0.0086 -0.0013 -0.0032
-0.0019 -0.0079 -0.0015
0.0082 -0.0106 -0.0059
-0.0008 -0.0017 -0.0063
-0.0004 0.0034 0.0060
-0.0545 -0.0848 0.1566
-0.0189 -0.1930 0.0699
-0.0083 0.0231 0.0101
-0.0023 -0.0212 0.0097
-0.0053 0.0305 0.0122
0.0151 -0.0018 -0.0075

2.
# C2H12N2O3

A 4-piece molecular cluster, C2H12N2O3 overall (wB97M-V/def2-TZVPD, OMol25).

Energy relative to the best compared isomer or geometry (same formula, charge and spin): 36.78 kcal per mole
Multiplicity: 1
LUMO energy: 0.48 eV
Structure (SMILES): N/C=C/N.O.O.O
Kohn-Sham gap: 7.91 eV

Element x y z (Å)
1 N -0.16267 -0.06132 3.14234
2 C -0.10265 0.01750 1.71072
3 C 0.88469 -0.62319 1.05401
4 N 1.17379 -0.45534 -0.30890
5 H -0.98782 0.36994 3.52737
6 H -0.04116 -1.03035 3.41013
7 H -1.01047 0.40751 1.22798
8 H 1.58385 -1.15718 1.74021
9 H 0.35092 -0.14256 -0.80350
10 H 1.72049 -1.20468 -0.70083
11 O -1.43219 -1.92221 -0.22389
12 H -1.56831 -1.01674 0.02024
13 H -0.55490 -2.25292 -0.05119
14 O 1.00882 1.39870 -3.29112
15 H 1.08526 2.21900 -2.77510
16 H 1.61015 0.82327 -2.78403
17 O -1.38314 1.49019 -1.29058
18 H -0.80809 2.21938 -1.53778
19 H -1.36655 0.92099 -2.06606

Force components x, y, z for each atom (eV/Å):
0.2549 -0.1273 -0.6828
-0.1434 -0.9446 0.0421
-0.0291 1.1417 1.6438
0.2964 -0.1364 0.5786
-0.0525 -0.3457 0.0494
-0.3207 0.2594 0.5140
0.8173 0.4941 0.0148
-0.0940 0.4496 -1.0973
0.2157 -0.2323 -0.4793
-0.3802 -0.0441 -0.3629
-1.3592 -1.4105 -1.0784
0.5671 0.4027 0.4235
0.2331 0.6450 0.3747
0.4481 0.1340 0.8399
-0.0437 -0.1701 -0.4515
-0.3058 0.0543 -0.3604
-0.0180 -0.1768 0.1416
-0.0430 0.0278 0.0701
-0.0431 -0.0206 -0.1797